The following is a quantum chemistry calculation of C44H92B2BrClIN11O16P as an isolated structure at a distorted geometry, from the OMol25 dataset.

Element x y z (Å)
C (-5.89288, 6.13721, -3.00500)
C (-4.41128, 5.72020, -2.51846)
B (-4.45727, 4.21134, -1.94587)
O (-5.04758, 3.28329, -2.92353)
N (-3.74956, 3.68403, -0.66726)
B (-4.68756, 2.51005, -0.44322)
N (-6.20950, 2.67257, -0.31873)
O (-4.45594, 1.08038, -0.40480)
C (-2.24640, 3.48176, -0.95702)
C (-1.75394, 3.66061, -2.50647)
C (-0.18494, 3.38501, -2.79165)
C (0.08331, 2.15042, -3.83412)
C (1.62031, 2.35868, -4.37326)
N (2.58248, 2.73882, -3.30141)
C (-1.62054, 2.00681, -0.69460)
O (-1.90410, 1.02333, -1.71510)
O (-1.40966, -0.13955, -1.20710)
C (-1.52155, 4.60014, 0.03033)
I (-0.53441, 6.33245, -1.02621)
C (-0.19221, 4.26437, 0.85042)
C (-0.06538, 3.10653, 1.90406)
C (1.41792, 2.42676, 1.72972)
O (1.88677, 2.05187, 3.04778)
C (-2.58123, 5.43847, 0.96126)
Cl (-2.52023, 5.10858, 2.82244)
P (-2.63101, 7.30196, 1.13811)
O (-3.63500, 7.57576, 2.30962)
O (-3.17292, 8.30171, -0.07865)
O (-1.17855, 7.94149, 1.85922)
C (-3.93195, 4.52524, 0.59803)
Br (-3.57098, 3.06249, 1.97481)
C (-5.29906, 5.21461, 1.01575)
C (-5.89195, 6.53895, 0.37925)
C (-7.23521, 7.21033, 0.79435)
C (-8.10407, 6.63892, 1.94223)
C (-7.58490, 5.33730, 2.60773)
C (-6.24815, 4.63604, 2.14718)
H (-5.94512, 5.95023, -4.14245)
H (-6.64743, 5.40243, -2.53585)
H (-6.15675, 7.23732, -2.84188)
H (-3.88896, 6.46189, -1.82649)
H (-3.76176, 5.68750, -3.48413)
H (-4.44294, 3.40386, -3.70641)
H (-6.53691, 2.17827, 0.52260)
H (-6.67909, 2.34501, -1.17254)
H (-4.70209, 0.73697, -1.30225)
H (-2.28447, 2.93644, -3.24478)
H (-1.91679, 4.69673, -2.95765)
H (0.27388, 4.28689, -3.37050)
H (0.47738, 3.29677, -1.86855)
H (-0.68267, 2.11284, -4.68203)
H (0.12476, 1.13794, -3.27508)
H (1.65437, 3.17830, -5.17280)
H (2.00398, 1.36329, -4.82185)
H (2.62590, 3.75123, -3.13534)
H (2.45734, 2.19534, -2.43796)
H (-2.02629, 1.50821, 0.27588)
H (-0.48943, 1.98471, -0.52372)
H (-1.41871, -0.83096, -1.91630)
H (0.66305, 4.14893, 0.07011)
H (0.09293, 5.25348, 1.39499)
H (-0.80268, 2.24113, 1.88653)
H (-0.06964, 3.52875, 2.97979)
H (2.16300, 3.12087, 1.20585)
H (1.32077, 1.43228, 1.13521)
H (1.72798, 1.08126, 3.18894)
H (-2.84817, 8.15232, -0.98941)
H (-0.81032, 8.61723, 1.22556)
H (-5.34775, 7.09220, -0.44752)
H (-7.61789, 8.15818, 0.25413)
H (-9.07675, 7.10029, 2.31504)
H (-8.23032, 4.89747, 3.46073)
H (-6.06535, 3.67475, 2.72314)
C (-2.33988, -2.37210, -4.46894)
O (-2.42737, -1.75418, -3.41912)
N (-1.17819, -2.64888, -5.12253)
C (-1.15345, -3.39223, -6.36550)
C (0.07503, -2.18403, -4.55588)
H (-3.23061, -2.76716, -4.98238)
H (-0.55299, -4.29493, -6.22791)
H (-0.70452, -2.76950, -7.14357)
H (-2.16159, -3.67654, -6.67212)
H (0.19740, -2.61099, -3.55812)
H (0.04388, -1.09406, -4.47031)
H (0.91445, -2.47887, -5.18514)
C (2.94645, -4.81536, -4.05643)
O (2.62029, -3.63991, -4.01746)
N (3.06743, -5.56504, -5.19320)
C (3.46043, -6.96033, -5.15907)
C (2.79420, -4.94534, -6.47460)
H (3.17543, -5.37946, -3.13910)
H (4.38060, -7.08353, -5.73699)
H (2.66522, -7.56482, -5.60279)
H (3.63322, -7.29298, -4.13468)
H (3.47126, -4.09876, -6.61470)
H (1.76553, -4.57593, -6.48173)
H (2.93181, -5.66313, -7.28460)
C (-3.26234, 7.96864, -5.03303)
O (-4.47424, 7.84867, -4.98665)
N (-2.51056, 7.94329, -6.17065)
C (-1.06949, 8.09327, -6.14444)
C (-3.17460, 7.76055, -7.44731)
H (-2.66009, 8.11253, -4.12018)
H (-0.79206, 8.96938, -6.73579)
H (-0.61074, 7.20028, -6.57691)
H (-0.70766, 8.22228, -5.12270)
H (-3.89382, 8.56956, -7.59565)
H (-3.71383, 6.81006, -7.43749)
H (-2.44784, 7.76186, -8.26085)
C (2.01581, -0.75451, 5.46235)
O (2.63543, -0.32339, 4.50204)
N (1.76979, -0.06775, 6.61210)
C (1.02496, -0.64880, 7.71058)
C (2.26927, 1.28773, 6.74120)
H (1.59378, -1.77252, 5.46804)
H (0.13906, -0.03722, 7.90189)
H (1.65920, -0.66322, 8.60008)
H (0.71255, -1.66825, 7.47644)
H (1.84636, 1.90283, 5.94256)
H (3.35692, 1.27939, 6.63813)
H (1.99570, 1.70592, 7.71090)
C (1.40017, -7.88583, -1.30680)
O (2.02130, -7.45347, -2.26540)
N (1.11782, -7.18963, -0.17102)
C (0.37271, -7.77617, 0.92400)
C (1.57724, -5.81853, -0.05393)
H (1.00651, -8.91486, -1.29184)
H (-0.53263, -7.18788, 1.09378)
H (0.99186, -7.76130, 1.82340)
H (0.09269, -8.80689, 0.69951)
H (1.14940, -5.22686, -0.86751)
H (2.66671, -5.79799, -0.14049)
H (1.27713, -5.39440, 0.90557)
C (3.50344, -2.39057, 10.00841)
O (3.72806, -1.22077, 9.75102)
N (3.42103, -2.91971, 11.26335)
C (3.14989, -4.32482, 11.48963)
C (3.61089, -2.04825, 12.40663)
H (3.34401, -3.13699, 9.21323)
H (2.23117, -4.42041, 12.07409)
H (3.98332, -4.76328, 12.04450)
H (3.02969, -4.85750, 10.54474)
H (2.86101, -1.25376, 12.37963)
H (4.60356, -1.59486, 12.35007)
H (3.51655, -2.61047, 13.33681)
C (5.01522, -7.84723, -0.77785)
O (4.92296, -7.22162, 0.26708)
N (6.18063, -8.12209, -1.43087)
C (6.20907, -8.87211, -2.66993)
C (7.43037, -7.64883, -0.86753)
H (4.12771, -8.25093, -1.28937)
H (6.81400, -9.77133, -2.52789)
H (6.65489, -8.25137, -3.45158)
H (5.20210, -9.16283, -2.97472)
H (7.55484, -8.07117, 0.13264)
H (7.39643, -6.55956, -0.78599)
H (8.27079, -7.94373, -1.49755)
C (2.21519, -6.49085, 4.40366)
O (1.73130, -5.96290, 5.39000)
N (3.46205, -6.24532, 3.90904)
C (3.97082, -6.91490, 2.72519)
C (4.30795, -5.28367, 4.58767)
H (1.65640, -7.23639, 3.81538)
H (4.87426, -7.46897, 2.99164)
H (4.21119, -6.16611, 1.97104)
H (3.23293, -7.60819, 2.31864)
H (4.46597, -5.61051, 5.61858)
H (3.80669, -4.31249, 4.60110)
H (5.26922, -5.19359, 4.07970)

Cartesian forces (eV/Å) of the 6 atoms listed first:
C -0.301 -0.738 -0.651
C 0.471 0.149 -0.233
B -0.832 1.269 -3.601
O 2.610 0.978 2.000
N -0.636 0.664 -0.770
B -3.326 -5.381 1.728

## Properties
E_LUMO: -3.46 eV
Net charge: +1
E: -7260.2900 a.u.
Frontier orbital gap: 6.65 eV
Multiplicity: 1